1.
39
Properties=species:S:1:pos:R:3:forces:R:3 method="wB97M-V/def2-TZVPD" e_tot_ev=-27040.2863 max_force_ev_per_a=0.9 orbital_gap_ev=9.784 e_above_lowest_ev=1.661 homo_energy_ev=-10.41
H 0.629 3.002 0.972 0.22 0.33 0.26
H 2.683 1.179 -1.856 0.28 -0.08 0.07
H 0.969 1.265 2.372 0.06 0.07 -0.26
O 0.696 2.064 0.796 -0.58 0.34 0.16
O -3.813 -0.738 0.228 -0.63 0.32 -0.10
H -2.926 2.089 1.933 -0.25 0.08 0.24
O -1.284 -1.087 2.926 0.57 0.15 0.34
O -2.207 1.571 1.572 -0.20 -0.25 0.01
O 1.840 1.618 -1.739 -0.37 -0.06 -0.07
H -0.293 1.349 -2.359 0.34 -0.28 0.18
H 2.967 0.905 0.445 -0.39 -0.09 0.37
H 1.022 -1.361 -2.255 -0.16 0.18 0.34
H -1.067 -2.106 -0.079 0.58 0.32 -0.32
O 1.148 0.863 3.222 0.35 -0.02 0.48
H -1.227 -1.599 -2.932 0.29 -0.04 -0.25
O -2.062 -1.500 -2.474 -0.24 -0.49 0.09
O 0.955 -1.859 -3.069 -0.08 0.02 -0.11
H -1.889 -0.844 -1.799 -0.10 0.46 0.04
H -2.967 -1.177 0.311 0.34 -0.48 0.13
H 1.949 -1.940 1.525 -0.30 -0.11 0.25
H -1.836 -0.479 2.434 -0.29 0.35 -0.07
H -1.624 2.215 1.172 0.41 -0.04 -0.18
H 0.964 -0.584 -0.047 0.48 -0.20 0.34
O -1.167 1.515 -2.713 -0.11 0.03 -0.14
O 2.391 -1.330 0.934 0.10 -0.01 -0.37
H -1.361 -1.917 2.454 -0.19 -0.37 -0.30
H -2.197 -3.113 -0.131 -0.25 -0.23 -0.21
H 3.307 -1.607 0.946 0.29 0.06 0.07
H 4.422 0.735 0.063 0.31 -0.10 -0.05
H 1.859 -2.083 -3.289 0.17 -0.16 -0.18
H 1.845 2.323 -2.386 0.02 0.28 -0.27
O 0.017 -0.536 -0.181 -0.36 -0.07 -0.79
H -3.679 0.120 0.631 0.07 0.27 0.00
H -1.363 2.415 -2.455 -0.19 0.22 0.03
H 0.606 0.075 3.234 -0.44 -0.29 0.15
O -1.725 -2.535 0.469 -0.15 -0.39 0.49
O 3.843 1.243 0.632 0.29 0.26 -0.18
H 0.900 2.008 -0.137 0.31 -0.28 -0.59
H -0.321 -0.158 0.631 -0.18 0.29 0.40

***

2.
56
Properties=species:S:1:pos:R:3:forces:R:3 method="wB97M-V/def2-TZVPD" smiles="O=C(c1cccc(NS(=O)(=O)c2ccc(F)c(F)c2)c1)N1CCN(Cc2ccccc2)CC1" e_tot_ev=-52144.2604 max_force_ev_per_a=0.9 orbital_gap_ev=9.421 homo_energy_ev=-8.96
C 0.039 1.155 -0.926 0.15 -0.02 -0.16
N 2.645 -2.855 -0.202 0.42 0.01 0.70
C 3.227 0.547 1.484 0.01 0.24 0.02
C 4.813 0.995 -0.760 -0.13 0.01 0.16
C -3.087 -0.019 -0.174 0.01 -0.02 -0.37
C 1.993 -2.300 -2.476 0.06 -0.09 0.20
C -6.299 -1.077 1.529 0.06 0.10 0.00
H -2.055 1.715 1.557 -0.02 0.04 -0.01
S 3.256 -2.180 1.214 0.42 -0.15 -0.30
H -5.802 -1.432 2.420 0.07 -0.03 0.08
C -6.485 0.511 -0.253 -0.01 0.00 0.04
H 4.889 -1.142 -0.930 0.06 -0.07 -0.14
H -2.923 0.787 -2.162 0.03 -0.09 0.00
H 2.555 -3.141 -2.857 0.08 -0.10 -0.06
C 1.338 -1.446 -3.345 0.01 0.02 0.00
C -7.572 -0.179 -0.757 -0.03 0.05 -0.06
N -3.727 1.166 0.366 0.03 0.01 0.13
H -7.744 -2.653 1.533 -0.03 -0.07 0.03
C 3.712 -0.506 0.733 -0.13 -0.51 0.28
N -1.286 1.366 -1.034 -0.20 0.13 -0.06
C -7.392 -1.765 1.029 -0.10 -0.09 0.01
F 4.627 3.307 -0.399 -0.13 -0.08 0.13
C -5.838 0.068 0.894 -0.05 -0.07 0.09
H -8.068 0.173 -1.650 -0.04 0.03 -0.07
C -1.886 2.537 -0.432 0.10 0.32 0.35
F 3.099 2.869 1.832 0.01 0.02 -0.14
C -8.030 -1.318 -0.115 -0.07 -0.09 0.00
C 3.535 1.841 1.105 0.22 -0.25 -0.10
H 3.250 -3.560 -0.594 0.19 -0.03 0.12
H 1.116 -0.849 0.444 -0.10 0.11 0.07
H 5.424 1.195 -1.626 0.06 0.04 -0.07
H -5.022 1.783 1.852 0.09 -0.05 0.05
C -2.723 2.128 0.780 0.05 0.16 -0.22
C 0.659 -0.338 -2.869 -0.10 0.07 0.13
C 1.198 -0.998 -0.620 -0.27 -0.01 -0.25
C -4.662 0.838 1.430 0.03 0.09 -0.01
H 1.384 -1.631 -4.408 0.02 -0.02 -0.09
C 0.588 -0.117 -1.497 0.37 -0.15 -0.09
H 0.195 0.357 -3.552 -0.06 0.07 -0.08
O 0.808 1.960 -0.425 0.11 0.09 0.17
H -2.529 3.021 -1.173 0.02 0.01 0.05
H -6.119 1.398 -0.747 0.04 0.09 -0.08
H -4.176 0.269 2.242 -0.05 0.06 -0.02
H -2.426 -0.500 0.572 -0.04 0.00 -0.01
C 4.322 2.060 -0.024 -0.04 -0.12 0.12
H -1.756 -0.515 -1.805 -0.10 0.10 0.00
C 4.509 -0.300 -0.375 0.12 0.03 -0.07
O 2.221 -2.103 2.195 -0.22 0.30 -0.12
C 1.939 -2.071 -1.104 -0.62 0.48 -0.36
C -2.258 0.364 -1.401 -0.26 -0.47 0.13
H -3.224 3.009 1.187 0.03 -0.02 0.03
H 2.607 0.357 2.345 -0.11 0.09 0.09
O 4.424 -2.953 1.505 0.16 -0.05 -0.19
H -3.861 -0.733 -0.463 0.08 -0.02 0.01
H -1.083 3.213 -0.136 -0.13 -0.04 -0.07
H -8.881 -1.856 -0.505 -0.06 -0.05 -0.03

***

3.
56
Properties=species:S:1:pos:R:3:forces:R:3 method="wB97M-V/def2-TZVPD" total_charge=-1 e_tot_ev=-71962.1939 max_force_ev_per_a=0.7 orbital_gap_ev=5.941 e_above_lowest_ev=0.021 homo_energy_ev=-3.63
O 0.187 3.225 -1.861 -0.01 0.17 -0.08
C 5.892 0.710 -0.045 -0.01 0.00 -0.02
N 1.362 1.328 -1.573 -0.04 0.03 0.18
H -1.637 -4.683 1.666 0.01 0.01 -0.02
Si -0.432 -2.635 0.731 -0.11 -0.10 -0.09
H -3.746 0.518 -3.687 0.00 -0.01 0.01
H -2.751 4.011 -1.435 0.00 0.00 0.01
C -4.724 -0.026 1.688 0.12 0.09 0.05
H -3.999 2.852 -4.668 0.01 0.01 -0.01
H -2.254 3.026 -4.444 0.00 0.02 0.00
H 1.704 -3.853 1.310 0.03 -0.02 -0.01
S 4.561 0.132 4.189 -0.24 0.02 -0.13
H 7.942 0.519 0.580 0.00 0.00 -0.01
H -0.953 -2.610 -1.780 -0.02 0.02 0.00
H 1.359 1.297 -2.584 -0.05 0.13 0.00
N 2.955 0.427 2.179 -0.17 0.23 0.01
C -3.544 0.995 -2.735 -0.01 0.02 0.00
C -3.008 2.961 -1.469 0.01 -0.03 0.00
C -3.285 2.364 -2.694 -0.01 0.00 -0.02
H -4.979 1.026 1.816 0.00 -0.01 0.01
H -4.766 -0.555 2.638 -0.03 -0.01 0.00
H -3.642 -0.843 -1.620 -0.01 0.00 -0.03
C 5.260 0.299 2.606 -0.02 -0.01 0.08
H -3.342 4.229 -3.765 -0.01 0.00 -0.01
C 4.232 0.470 1.665 0.14 -0.05 0.01
H 6.151 0.893 -1.081 0.01 0.00 0.00
H -5.373 -0.502 0.954 -0.03 0.01 0.01
C 4.559 0.698 0.329 -0.11 0.03 -0.02
C 6.905 0.506 0.892 0.01 0.00 0.06
O -2.207 0.644 2.062 -0.04 -0.14 -0.09
C 0.415 2.297 -1.089 -0.32 -0.04 -0.03
H 0.631 -0.555 -1.321 -0.02 0.02 -0.01
C 1.057 -3.821 0.429 0.01 0.05 0.05
C 2.929 0.300 3.485 0.40 -0.07 0.06
O -0.094 2.093 0.063 0.52 0.14 -0.52
H 2.246 -0.390 -1.057 -0.05 0.06 0.07
H 3.766 0.909 -0.383 0.13 0.00 0.06
H -0.971 -3.679 2.966 -0.02 -0.01 0.02
C -1.474 -3.649 1.996 0.04 0.03 -0.02
C -3.224 0.853 -0.370 0.07 -0.08 -0.05
C -1.448 -2.995 -0.880 0.07 -0.01 0.02
H -2.689 2.661 0.636 0.02 0.00 0.02
H -2.440 -2.538 -0.829 -0.02 0.00 -0.01
H 0.735 -4.846 0.208 -0.02 0.00 0.00
Sr 0.374 0.386 1.609 0.00 -0.28 0.28
C -3.226 3.165 -3.965 0.01 -0.03 0.03
S 1.545 0.299 4.467 -0.08 -0.03 0.02
H -2.456 -3.191 2.151 0.00 0.00 0.02
N 1.347 0.066 -0.947 -0.08 -0.20 0.12
H -1.590 -4.073 -1.023 0.01 -0.01 0.01
C -3.498 0.231 -1.581 0.01 0.02 0.04
C -2.973 2.212 -0.304 -0.01 0.04 -0.02
C 6.595 0.308 2.230 0.01 0.01 -0.07
S -3.032 -0.157 1.087 -0.10 0.00 0.05
H 1.673 -3.478 -0.410 0.00 0.00 0.01
H 7.375 0.171 2.968 0.02 0.00 -0.02

***

4.
20
Properties=species:S:1:pos:R:3:forces:R:3 method="wB97M-V/def2-TZVPD" smiles="CCN/C=N/NOSC" e_tot_ev=-21673.7786 max_force_ev_per_a=7.4 orbital_gap_ev="7.442 / 7.416" e_above_lowest_ev=4.696 homo_energy_ev="-6.77 / -6.75"
N 2.079 1.830 -0.008 0.34 1.49 0.52
H 2.365 -1.628 -0.698 -0.03 -0.11 0.01
O 3.160 1.062 0.493 0.49 -0.54 0.20
H -1.057 0.606 -1.287 -0.12 -0.20 -0.01
H -1.070 -1.171 1.046 0.17 0.01 -0.14
C 3.328 -1.573 -0.198 -0.04 0.68 -0.17
N 0.952 1.262 -0.434 -2.59 -5.34 4.18
C 0.395 0.179 0.737 1.83 4.82 -5.38
H -3.188 0.726 0.912 -0.07 0.00 0.05
C -1.664 0.131 -0.514 -0.36 0.34 -0.31
H -3.239 1.600 -0.624 -0.09 0.04 -0.05
H 1.090 -0.154 1.481 0.04 -0.23 0.40
H 2.415 2.484 -0.713 0.08 -0.37 0.03
H -2.252 -0.683 -0.947 0.13 0.06 0.00
H 4.011 -2.305 -0.614 0.11 -0.17 -0.04
H -1.978 1.968 0.554 0.06 0.11 0.06
C -2.580 1.172 0.127 0.15 -0.18 -0.07
N -0.739 -0.432 0.441 0.38 -0.26 0.74
S 4.096 0.049 -0.494 -0.48 -0.06 -0.08
H 3.226 -1.726 0.872 0.02 -0.09 0.08

***

5.
30
Properties=species:S:1:pos:R:3:forces:R:3 method="wB97M-V/def2-TZVPD" e_tot_ev=-58021.1237 multiplicity=5 max_force_ev_per_a=5.8 orbital_gap_ev="5.741 / 6.743" e_above_lowest_ev=0.987 homo_energy_ev="-5.89 / -6.91" s2=6.021
C 0.742 -0.690 1.694 -0.56 -2.58 -1.74
C -1.498 0.760 -2.673 -1.33 3.29 0.70
H 0.852 0.209 -2.818 0.19 -0.03 0.22
N 1.009 1.636 2.615 0.96 0.51 1.98
C 0.668 2.914 2.199 -0.51 -0.16 -0.94
N 1.136 -1.553 2.631 0.77 -0.69 1.59
H 1.586 -1.279 3.503 -0.30 -0.39 -0.35
C 0.970 -0.068 -1.766 1.71 -0.20 -0.65
H -0.897 1.586 -2.249 0.42 -1.16 0.80
H 1.370 -1.089 -1.710 0.31 0.10 -0.25
C 0.351 -2.774 0.950 0.75 1.86 1.08
Fe -0.446 -0.050 -0.384 -2.86 0.20 -5.00
H -1.276 0.926 -3.711 -0.61 0.58 -0.73
C 0.080 2.770 0.954 0.85 -1.68 0.69
H 1.503 1.398 3.483 -0.50 0.49 -0.60
H -2.556 -0.820 -2.842 -0.03 -0.83 -1.06
H -2.529 1.025 -2.393 0.31 0.60 -0.56
H 0.020 -3.542 0.252 0.15 0.33 0.36
C 0.927 -2.864 2.212 -0.64 0.73 -1.43
C 0.686 0.741 1.688 -0.86 2.26 -1.97
N 0.132 1.411 0.633 1.55 1.81 3.29
H 1.186 -3.732 2.779 0.12 0.02 0.35
C -1.489 -0.705 -2.642 -0.65 -3.55 -1.23
I -2.691 -0.081 0.682 -2.19 -0.05 0.73
H -0.840 -1.011 -3.468 -0.50 -0.39 -0.12
H 1.697 0.613 -1.302 0.38 -0.09 -0.27
H -1.432 -1.626 -2.009 0.76 1.59 1.23
N 0.256 -1.415 0.642 1.98 -1.86 3.41
H -0.370 3.499 0.278 0.31 -0.36 0.39
H 0.853 3.810 2.775 0.03 -0.33 0.09

***

6.
20
Properties=species:S:1:pos:R:3:forces:R:3 method="wB97M-V/def2-TZVPD" e_tot_ev=-9393.0156 max_force_ev_per_a=7.8 orbital_gap_ev=8.950 e_above_lowest_ev=3.834 homo_energy_ev=-8.03
H 2.728 1.478 -0.281 -0.01 -0.01 -0.05
H 0.202 1.579 0.226 0.19 -0.23 -0.05
H -4.101 0.492 0.386 0.26 0.20 0.04
H 3.815 0.097 -0.493 -0.19 0.08 0.12
C 1.816 -0.420 0.123 -2.45 -0.76 -1.16
H -2.140 1.485 -1.081 0.30 -0.18 0.04
C 2.778 0.439 -0.621 0.25 -0.12 -0.24
H 0.036 -2.072 -1.066 0.03 0.56 -0.11
H 1.365 -1.902 1.566 0.00 -0.10 -0.26
C -0.071 -0.291 -0.380 7.12 -2.85 1.24
H -2.197 2.054 0.606 -0.07 -0.06 -0.06
H -2.844 -0.370 1.275 0.01 0.06 -0.13
H 3.158 -1.661 1.190 -0.09 0.24 0.09
H 2.570 0.427 -1.696 -0.05 0.07 0.09
C -3.080 0.092 0.313 -0.14 -0.53 -0.04
C -2.108 1.179 -0.036 2.62 0.27 1.11
H -3.114 -0.685 -0.455 0.20 0.08 0.22
C 2.122 -1.377 0.991 -0.04 0.28 -0.08
N -0.592 -1.282 -0.927 -1.22 0.26 -0.16
N -0.342 0.738 0.358 -6.73 2.74 -0.61